22
Properties=species:S:1:pos:R:3:lowdin_charge:R:1 method="wB97M-V/def2-TZVPD" e_tot_ha=-1326.82769 de_lowest_kj_mol=188.5 e_homo_ev=-4.595 charge=-1 gap_ev=7.525 e_lumo_ev=2.9296
C 1.06 0.79 0.06 -0.47
C 0.06 -0.82 2.63 -0.07
C -0.75 -2.07 0.49 -0.05
C 0.24 -1.13 1.20 -0.37
C 0.24 1.97 -1.30 -0.86
N 2.23 1.08 0.35 0.10
N -1.57 0.10 -2.02 -0.23
O -0.95 2.02 -3.63 -0.40
O 0.53 0.12 -3.15 -0.38
O 0.04 0.13 0.38 -0.05
F -0.75 2.55 -0.56 -0.11
S -0.50 0.99 -2.71 0.30
I 1.66 3.37 -1.93 0.84
H -0.97 -0.46 2.93 0.10
H 0.36 -1.78 3.13 0.10
H 0.69 -0.03 3.12 0.08
H -1.83 -2.06 1.03 0.11
H -0.55 -3.19 0.24 0.09
H -0.96 -1.48 -0.45 0.05
H 1.25 -1.41 0.92 0.13
H 2.74 0.50 1.12 0.09
H -2.27 0.83 -1.88 -0.02